4 unconnected molecules or ions with the total composition C12H20Cl4O4 at a distorted geometry, computed with wB97M-V/def2-TZVPD.

Structure (XYZ):
```
40
C12H20Cl4O4 | the Open Molecules 2025 dataset | wB97M-V/def2-TZVPD
Cl 0.371 -2.933 -1.269
C 0.707 -1.821 0.055
C 2.103 -1.219 -0.019
Cl 2.520 -0.471 -1.560
H 0.545 -2.312 1.012
H -0.057 -1.049 -0.023
H 2.780 -2.043 0.210
H 2.289 -0.422 0.696
Cl 4.930 -0.846 3.409
C 4.856 -2.512 3.929
C 3.448 -2.854 4.443
Cl 2.356 -3.146 3.066
H 5.582 -2.653 4.728
H 5.109 -3.187 3.115
H 3.099 -1.998 5.013
H 3.508 -3.747 5.060
O -0.151 1.390 0.478
C -0.993 2.003 1.061
O -0.771 2.983 1.953
C -1.990 3.704 2.210
C -2.880 3.353 0.998
C -2.506 1.891 0.850
H -1.850 4.764 2.389
H -2.482 3.287 3.093
H -2.646 4.073 0.211
H -3.939 3.517 1.210
H -2.865 1.414 -0.056
H -2.965 1.371 1.695
O -2.465 -0.955 -6.286
C -1.942 -0.480 -5.328
O -1.020 0.492 -5.384
C -0.537 0.748 -4.068
C -1.509 0.208 -3.040
C -2.324 -0.794 -3.871
H -0.084 1.714 -3.851
H 0.355 0.115 -3.932
H -2.132 1.005 -2.635
H -0.950 -0.321 -2.272
H -3.349 -0.453 -3.731
H -2.149 -1.817 -3.560
```

Summary:
* LUMO level: 0.5 eV
* HOMO level: -9.93 eV
* SMILES string: O=C1CCCO1.O=C1CCCO1.ClCCCl.ClCCCl
* multiplicity: 1
* orbital gap: 10.4 eV

---

2 unconnected molecules or ions with the total composition C5H6O2, computed with wB97M-V/def2-TZVPD.

Structure (XYZ):
```
13
C5H6O2 | the Open Molecules 2025 dataset | wB97M-V/def2-TZVPD
C -1.560 -1.331 0.075
C -0.620 -0.415 0.756
O 1.499 -0.767 -0.789
C 2.228 0.267 -0.728
O 2.103 1.225 0.072
C -0.517 0.892 0.424
C -0.237 2.042 0.130
H -1.764 -1.000 -0.943
H -2.502 -1.302 0.651
H -1.195 -2.359 0.091
H -0.253 -0.686 1.749
H 3.086 0.336 -1.450
H -0.268 3.096 -0.039
```

Summary:
* LUMO level (alpha / beta): -2.3 / -2.3 eV
* HOMO level (alpha / beta): -8.61 / -8.61 eV
* multiplicity: 1
* orbital gap (alpha / beta): 6.3 / 6.3 eV

---

A molecular structure, C13H17HgIN2O at a distorted geometry, computed with wB97M-V/def2-TZVPD.

Structure (XYZ):
```
35
C13H17HgIN2O | the Open Molecules 2025 dataset | wB97M-V/def2-TZVPD
C -4.535 0.523 1.929
C -4.757 1.310 0.631
H -4.777 -0.538 1.823
H -5.133 0.899 2.773
H -3.493 0.603 2.248
H -4.074 0.981 -0.158
H -5.778 1.164 0.250
H -4.642 2.380 0.811
C 1.588 -2.339 1.524
C 2.503 -3.393 1.350
C 3.192 -3.466 0.142
C 2.957 -2.484 -0.819
H 1.011 -2.259 2.443
H 2.662 -4.103 2.157
H 3.886 -4.278 -0.064
H 3.488 -2.462 -1.757
N 1.347 -1.418 0.594
C 2.003 -1.481 -0.573
C 1.665 -0.450 -1.578
N 0.680 0.396 -1.231
C 0.473 1.478 -1.977
C 2.032 0.738 -3.639
C 1.119 1.694 -3.203
H -0.223 2.213 -1.580
H 0.878 2.580 -3.780
C 2.361 -0.319 -2.794
H 3.136 -1.046 -3.033
H 2.521 0.822 -4.603
Hg -1.226 0.454 0.880
I -2.343 -1.876 0.961
C 0.306 2.737 2.117
O -0.269 2.282 0.924
H 0.927 1.996 2.657
H -0.442 3.134 2.827
H 0.957 3.529 1.748
```

Summary:
* LUMO level: 0.0 eV
* HOMO level: -8.81 eV
* multiplicity: 1
* orbital gap: 8.8 eV

---

How do the records compare in electronic energy? In the order shown, they have -2610.97297 -344.41908 -1141.42614 Eh.
How do the records compare in energy above the lowest of the compared OMol25 structures with the same formula, charge and spin? In the order shown, they have 24.51 114.73 0.00 kcal per mole.